w | 10
Properties=species:S:1:pos:R:3 method="wB97M-V/def2-TZVPD" homo_lumo_gap_ev=11.02 homo_ha=-0.3786
C 0.888 -0.892 1.188
C 0.864 -1.506 0.043
F 1.575 -1.027 -1.000
F 0.257 -2.585 -0.471
H 0.268 -1.275 1.944
H 1.575 -0.022 1.049
C -1.542 1.285 -1.001
C -1.204 2.344 -0.564
F -0.741 3.337 0.050
H -1.939 0.340 -1.239

***

x | 10
Properties=species:S:1:pos:R:3 method="wB97M-V/def2-TZVPD" homo_lumo_gap_ev="7.19 / 7.67" homo_ha="-0.3134 / -0.3278"
C -2.097 -0.480 -0.026
C 2.408 0.741 -0.383
C -0.914 0.152 0.127
C 0.390 -0.424 0.450
F 3.423 -0.001 -0.101
F -1.052 1.498 0.004
F 0.472 -1.769 0.115
H -2.917 0.097 -0.319
H -2.359 -1.494 0.072
H 2.645 1.680 0.061

***

Tell me which of them is the most stable. Sure, it is w.

***

w | 15
Properties=species:S:1:pos:R:3 method="wB97M-V/def2-TZVPD" homo_lumo_gap_ev=9.92 homo_ha=-0.3392
O -1.224 -2.890 0.898
C -0.053 -2.696 0.617
O 0.494 -1.476 0.413
C -0.315 -0.355 0.731
C 0.195 1.070 0.587
C 0.486 1.536 -0.848
S -0.958 1.413 -1.923
H 0.552 -3.574 0.599
H -0.529 -0.542 1.779
H -1.107 -0.488 0.042
H -0.615 1.676 0.937
H 1.115 1.227 1.243
H 0.739 2.582 -0.814
H 1.232 0.966 -1.299
H -0.012 1.550 -2.963

***

x | 15
Properties=species:S:1:pos:R:3 method="wB97M-V/def2-TZVPD" homo_lumo_gap_ev=9.62 homo_ha=-0.3365
O 0.462 1.839 0.246
C 0.794 0.671 0.333
C 1.961 0.245 -0.495
O 2.596 -0.964 -0.225
C 0.027 -0.417 1.036
C -1.062 -1.072 0.181
S -2.391 0.008 -0.384
H 1.746 0.383 -1.567
H 2.734 1.064 -0.343
H 2.470 -1.574 -0.969
H 0.784 -1.231 1.189
H -0.434 -0.010 1.899
H -1.586 -1.886 0.781
H -0.553 -1.585 -0.653
H -1.675 1.148 -0.694

***

Tell me which of them is the most stable. Sure, it is x.

***

w | 15
Properties=species:S:1:pos:R:3 method="wB97M-V/def2-TZVPD" homo_lumo_gap_ev=9.87 homo_ha=-0.3438
C -0.196 2.109 -0.793
C 0.603 -0.311 -1.433
C -0.782 -1.163 1.777
C -0.246 0.457 -0.502
O 0.671 2.545 -1.479
O 1.831 -0.549 0.972
S 0.598 0.145 1.369
H -0.971 2.822 -0.369
H 1.644 -0.583 -1.042
H 0.721 0.189 -2.332
H 0.199 -1.332 -1.507
H -0.442 -1.771 2.656
H -0.727 -1.828 0.932
H -1.742 -0.683 2.143
H -1.162 -0.047 -0.391

***

x | 15
Properties=species:S:1:pos:R:3 method="wB97M-V/def2-TZVPD" homo_lumo_gap_ev=9.90 homo_ha=-0.3404
O 0.248 -2.475 0.726
C 1.093 -1.593 0.575
O 2.339 -1.793 0.928
C 0.885 -0.211 -0.100
C -0.499 0.103 -0.099
C -0.783 1.540 -0.675
S -2.566 1.947 -1.048
H 2.127 -2.733 1.408
H 1.522 0.504 0.513
H 1.406 -0.388 -1.038
H -0.809 0.014 1.055
H -1.174 -0.614 -0.554
H -0.264 2.242 -0.093
H -0.412 1.502 -1.684
H -3.112 1.956 0.087

***

y | 15
Properties=species:S:1:pos:R:3 method="wB97M-V/def2-TZVPD" homo_lumo_gap_ev=9.76 homo_ha=-0.3344
O -0.468 0.394 -2.518
C 0.396 0.142 -1.727
O 1.017 -1.037 -1.676
C 0.921 1.193 -0.760
C 0.694 0.896 0.791
C 0.238 -0.509 1.223
S -1.380 -0.464 2.127
H 0.699 -1.519 -2.467
H 0.383 2.110 -0.974
H 2.008 1.250 -0.848
H 1.479 1.168 1.482
H -0.130 1.574 1.012
H 0.990 -1.032 1.805
H -0.043 -1.203 0.415
H -0.786 -0.403 3.386

***

Tell me which of them is the most stable. Sure, it is y.

***

w | 44
Properties=species:S:1:pos:R:3 method="wB97M-V/def2-TZVPD" homo_lumo_gap_ev=8.07 homo_ha=-0.2976
C -1.749 0.879 1.244
C -0.850 0.964 0.013
C 0.227 2.027 0.025
C 0.007 3.224 -0.545
N -1.105 3.582 -1.318
C 1.502 1.590 0.664
C 2.273 2.771 1.260
H -1.139 1.034 2.145
H -2.540 1.630 1.253
H -2.187 -0.094 1.419
H -0.308 0.040 -0.239
H -1.471 1.170 -0.868
H 0.694 4.069 -0.538
H -1.596 4.438 -1.121
H -1.761 2.860 -1.571
H 1.220 0.951 1.522
H 2.133 0.889 0.099
H 1.626 3.410 1.873
H 2.740 3.329 0.418
H 3.182 2.463 1.800
O 0.264 -0.383 -2.461
H 0.507 -0.226 -3.380
H 1.032 -0.821 -2.056
O 0.967 -3.508 1.282
H 0.073 -3.716 0.943
H 1.382 -2.852 0.699
O -1.181 3.612 2.565
H -0.790 2.779 2.835
H -1.066 3.667 1.611
O 2.143 -2.712 -1.119
H 2.825 -3.281 -1.498
H 1.383 -2.975 -1.687
O -1.464 -3.456 0.062
H -1.677 -2.654 -0.438
H -1.946 -3.377 0.894
O 0.764 -1.622 3.243
H 0.728 -2.307 2.543
H 1.648 -1.446 3.559
O -1.937 -1.897 -2.605
H -2.521 -1.268 -3.046
H -1.136 -1.280 -2.555
O 0.058 -3.784 -2.444
H -0.227 -4.507 -1.877
H -0.726 -3.215 -2.604

***

x | 44
Properties=species:S:1:pos:R:3 method="wB97M-V/def2-TZVPD" homo_lumo_gap_ev=7.99 homo_ha=-0.2866
C 0.390 -0.824 -1.988
C -0.246 0.249 -1.088
C -1.493 -0.274 -0.318
C -2.727 -0.171 -0.856
N -2.839 0.329 -2.158
C -1.326 -0.852 1.072
C -2.255 -1.943 1.543
H 1.562 -0.731 -1.823
H -0.191 -1.740 -1.996
H 0.372 -0.670 -2.990
H 0.533 0.540 -0.323
H -0.419 1.219 -1.537
H -3.713 -0.418 -0.406
H -3.662 0.510 -2.593
H -2.107 0.283 -2.736
H -0.250 -1.246 1.218
H -1.342 -0.077 1.839
H -2.437 -2.674 0.791
H -3.193 -1.521 1.836
H -1.948 -2.367 2.441
O -0.910 3.099 0.664
H -1.582 2.493 0.488
H -0.376 2.592 1.338
O 2.201 -1.056 1.821
H 2.774 -0.331 1.792
H 1.341 -0.575 1.990
O -2.309 -3.831 -1.242
H -1.686 -4.261 -0.668
H -2.113 -2.924 -1.321
O 0.791 1.425 1.847
H 0.857 1.436 2.860
H 1.611 2.116 1.688
O 3.497 1.183 -0.701
H 2.846 1.517 -1.394
H 3.687 0.207 -0.815
O 1.706 -3.468 0.598
H 1.907 -2.651 0.943
H 2.374 -3.992 0.892
O 0.978 3.467 -1.100
H 0.619 3.973 -1.817
H 0.253 3.372 -0.460
O 2.918 2.859 1.293
H 3.428 2.288 0.697
H 2.481 3.446 0.679

***

Tell me which of them is the most stable. Sure, it is w.